C16H24CeClN2O8P2 as an isolated structure at a distorted geometry. Source: the Open Molecules 2025 dataset; level of theory: ωB97M-V/def2-TZVPD.

Last column: Mulliken charge in e.
Positions of all 54 atoms, in Å:
C -0.23736 4.37248 -3.14070  -1.1065
C -0.54557 3.01876 -2.71212  0.7573
H -0.56494 4.58528 -4.17498  0.4016
H 0.84553 4.56584 -3.06386  0.2288
H -0.71915 5.11116 -2.47183  0.3076
O -1.23192 2.13734 -3.19350  -0.3620
Cl 1.96847 2.86506 1.61412  -0.3617
Ce 0.43247 1.47747 0.10904  0.8960
P 2.06927 1.03776 -2.22942  1.2686
C 1.97705 -0.62090 -2.98533  -1.1597
C 2.57234 2.12872 -3.58412  -1.3416
H 3.57464 1.83324 -3.91757  0.4925
H 4.47366 0.90169 -2.05263  0.4462
H 2.61347 3.16531 -3.22615  0.3085
H 3.78841 1.76006 -0.63215  0.4230
H 1.10005 -0.69129 -3.64045  0.3952
H 1.87397 2.06514 -4.42515  0.3787
C 3.66072 0.90658 -1.31371  -1.2950
H 2.89080 -0.81408 -3.56462  0.4475
H 3.69210 -0.02280 -0.72980  0.3550
H 1.88741 -1.37032 -2.18545  0.1817
P -2.42769 1.88172 0.26169  1.0408
C -3.54455 0.45744 0.07846  -1.2838
C -2.66373 2.26883 2.04325  -1.2832
H -2.62221 4.14437 -0.55572  0.3378
H -4.13391 3.54670 0.17820  0.4662
H -3.67346 3.03479 -1.47769  0.3802
C -3.30146 3.28637 -0.48138  -1.3342
H -2.02699 3.11422 2.34535  0.4345
H -3.72143 2.54373 2.16763  0.4879
H -4.52810 0.72036 0.48865  0.4295
H -3.12957 -0.38882 0.64523  0.3357
H -2.42464 1.39508 2.66672  0.3581
H -3.64127 0.17153 -0.97489  0.4040
C -0.96024 0.19785 -1.82095  0.1453
O -1.44450 -0.68972 -2.38729  -0.1416
O -0.15042 0.04475 2.00740  -0.7014
C 0.47952 -0.94128 1.49017  0.7080
O 1.10310 -0.77676 0.36489  -0.5983
C 0.45669 -2.29230 2.08248  0.2823
C 0.86436 -3.40718 1.33791  -0.7448
C 0.83289 -4.68334 1.94700  -0.1406
C 0.43981 -4.85147 3.27319  -0.1022
C 0.04060 -3.72265 3.98776  -0.4234
C 0.03443 -2.43873 3.40877  -0.4961
N -0.34133 -3.85882 5.35540  0.9934
O -0.31648 -4.99179 5.87071  -0.5474
O -0.66643 -2.82963 5.98336  -0.5789
N 1.21954 -5.87159 1.24571  1.0026
O 1.59312 -5.81254 0.06464  -0.5858
O 1.18022 -6.94007 1.90187  -0.5483
H 1.19617 -3.31314 0.30244  0.6888
H 0.45707 -5.83235 3.73302  0.6633
H -0.30051 -1.57806 3.98639  0.6899

Properties
Highest occupied orbital energy (spin up / spin down): -15.4 / -15.4 eV
Net charge: +2
Spin multiplicity: 2